[1]
The following is a quantum chemistry calculation of a single C2H2ClIO molecule, from OMol25.

```
7
Properties=species:S:1:pos:R:3:lowdin_charge:R:1
I -2.58 0.24 -0.09 0.797
Cl -0.90 -2.56 0.36 0.573
O 0.51 -1.16 -1.83 0.052
C 0.14 -0.42 -0.97 -0.470
C -0.70 -0.81 0.22 -1.103
H -0.30 -0.42 1.15 0.039
H 0.36 0.66 -0.98 0.112
```

2S+1: 1
ΔE to the lowest compared entry with this formula, charge and spin (kcal per mole): 0.0
Electronic energy (Eh): -910.5121
LUMO level (eV): -0.5125
Kohn-Sham gap (eV): 9.673

***

[2]
The following is a quantum chemistry calculation of a single C2H2ClIO2 molecule in a non-equilibrium geometry, from OMol25.

```
8
Properties=species:S:1:pos:R:3:lowdin_charge:R:1
I -1.98 0.81 -1.65 0.886
Cl 1.77 -2.01 0.93 0.709
O 1.78 -0.24 -0.96 0.085
O -0.06 -0.50 0.39 -0.205
C 1.17 -0.70 -0.07 -0.949
C -0.86 0.68 0.21 -0.593
H -1.51 0.40 0.98 0.047
H -0.31 1.56 0.16 0.020
```

2S+1: 3
ΔE to the lowest compared entry with this formula, charge and spin (kcal per mole): 36.8
Electronic energy (Eh): -985.6009
LUMO level (spin up / spin down) (eV): 0.5337 / -3.9586
Kohn-Sham gap (spin up / spin down) (eV): 6.417 / 6.755

***

[3]
The following is a quantum chemistry calculation of a gas-phase ion, C2H2ClIO2P (charge +1) in a non-equilibrium geometry, from OMol25.

```
9
Properties=species:S:1:pos:R:3:lowdin_charge:R:1
I 2.99 -0.09 0.54 0.790
Cl -2.82 -0.05 0.86 0.443
P -1.53 -1.39 0.33 0.815
O -0.85 -0.38 -1.31 -0.081
O -0.06 -0.77 0.90 -0.423
C 0.09 0.37 -1.01 -0.144
C 0.62 0.23 0.35 -0.638
H 0.62 0.97 -1.70 0.148
H 0.92 1.10 1.03 0.089
```

2S+1: 1
ΔE to the lowest compared entry with this formula, charge and spin (kcal per mole): 30.8
Electronic energy (Eh): -1326.8275
Charge: +1
LUMO level (eV): -6.4292
Kohn-Sham gap (eV): 7.504

***

[4]
The following is a quantum chemistry calculation of 2 unconnected molecules or ions with the total composition C2H2ClN3O in a non-equilibrium geometry, from OMol25.

```
9
Properties=species:S:1:pos:R:3:lowdin_charge:R:1
Cl -1.41 0.89 1.85 0.647
O 1.45 -1.03 0.78 0.118
N -0.52 -2.04 -0.02 0.193
N 0.54 1.93 -1.12 0.193
N -0.69 0.56 0.37 -0.442
C -0.07 1.34 -0.30 -0.433
C 0.43 -1.46 0.40 -0.514
H -1.30 -2.16 -0.68 0.117
H 1.57 1.98 -1.29 0.122
```

2S+1: 1
ΔE to the lowest compared entry with this formula, charge and spin (kcal per mole): 38.5
Electronic energy (Eh): -777.0270
LUMO level (eV): 0.3982
Kohn-Sham gap (eV): 10.402

***

[5]
The following is a quantum chemistry calculation of a single C2H2ClN3S molecule in a non-equilibrium geometry, from OMol25.

```
9
Properties=species:S:1:pos:R:3:lowdin_charge:R:1
Cl -0.33 3.33 -1.26 0.741
S -1.93 -1.49 -0.73 0.564
N 1.29 -0.22 0.97 0.093
N 0.30 -0.95 0.60 -0.122
N -0.59 0.79 -0.56 0.015
C -0.17 1.71 -1.21 -0.585
C -0.67 -0.49 -0.24 -0.906
H 1.94 -0.73 1.57 0.061
H 0.17 -1.94 0.86 0.139
```

2S+1: 1
ΔE to the lowest compared entry with this formula, charge and spin (kcal per mole): 68.6
Electronic energy (Eh): -1099.9063
LUMO level (spin up / spin down) (eV): -1.1765 / -0.8552
Kohn-Sham gap (spin up / spin down) (eV): 6.838 / 7.020

***

[6]
The following is a quantum chemistry calculation of 2 unconnected molecules or ions with the total composition C2H2ClNO, from OMol25.

```
7
Properties=species:S:1:pos:R:3:lowdin_charge:R:1
Cl -0.71 1.54 2.23 0.670
O 2.72 0.94 0.55 0.146
N 0.43 1.02 -0.27 0.136
C 0.25 0.72 1.11 -0.663
C 1.55 0.89 0.54 -0.500
H -0.46 -1.98 0.79 0.078
H 0.07 1.75 -0.86 0.133
```

2S+1: 1
ΔE to the lowest compared entry with this formula, charge and spin (kcal per mole): 117.6
Electronic energy (Eh): -667.3778
LUMO level (spin up / spin down) (eV): -0.6141 / -0.1113
Kohn-Sham gap (spin up / spin down) (eV): 9.970 / 8.437

***

[7]
The following is a quantum chemistry calculation of a single C2H2ClNO molecule in a non-equilibrium geometry, from OMol25.

```
7
Properties=species:S:1:pos:R:3:lowdin_charge:R:1
Cl -0.70 2.10 0.37 0.578
O 2.01 -0.93 -0.89 0.118
N -0.28 -0.41 -0.35 -0.047
C 0.89 -0.72 -0.72 -0.398
C -0.12 0.50 0.81 -0.448
H -1.14 -0.63 -0.87 0.147
H -0.66 0.09 1.65 0.051
```

2S+1: 3
ΔE to the lowest compared entry with this formula, charge and spin (kcal per mole): 13.3
Electronic energy (Eh): -667.4099
LUMO level (spin up / spin down) (eV): 0.6361 / -1.5903
Kohn-Sham gap (spin up / spin down) (eV): 6.087 / 9.640

***

[8]
The following is a quantum chemistry calculation of a molecular structure, C2H2ClNS in a non-equilibrium geometry, from OMol25.

```
7
Properties=species:S:1:pos:R:3:lowdin_charge:R:1
Cl -2.39 0.45 0.72 -0.084
S 1.83 0.30 0.84 0.932
N 0.25 -0.27 0.63 -0.306
C 0.31 -0.33 -0.86 -0.218
C 1.41 0.42 -0.85 -0.194
H -0.82 0.14 0.85 -0.232
H -0.58 -0.71 -1.34 0.102
```

2S+1: 1
ΔE to the lowest compared entry with this formula, charge and spin (kcal per mole): 116.2
Electronic energy (Eh): -990.3139
LUMO level (spin up / spin down) (eV): -3.1750 / -3.3333
Kohn-Sham gap (spin up / spin down) (eV): 6.409 / 6.217

***

[9]
The following is a quantum chemistry calculation of a single C2H2ClOP molecule in a non-equilibrium geometry, from OMol25.

```
7
Properties=species:S:1:pos:R:3:lowdin_charge:R:1
Cl 3.23 0.57 -0.54 0.132
P 1.98 0.02 1.01 0.657
O 1.35 -2.39 -0.30 0.096
C 0.24 -0.11 0.17 -0.252
C 1.07 -1.30 0.12 -0.718
H -0.51 -0.22 0.93 0.069
H 0.23 0.32 -0.71 0.016
```

2S+1: 3
ΔE to the lowest compared entry with this formula, charge and spin (kcal per mole): 0.0
Electronic energy (Eh): -954.0536
LUMO level (spin up / spin down) (eV): 0.6297 / -2.4519
Kohn-Sham gap (spin up / spin down) (eV): 7.297 / 7.991

***

[10]
The following is a quantum chemistry calculation of 2 unconnected molecules or ions with the total composition C2H2ClP in a non-equilibrium geometry, from OMol25.

```
6
Properties=species:S:1:pos:R:3:lowdin_charge:R:1
Cl -3.38 0.39 -0.42 0.003
P -5.12 -0.18 0.25 0.148
C -1.27 -0.97 0.10 -0.094
C -0.20 -0.38 0.52 -0.170
H 0.54 -1.20 0.97 0.114
H 0.06 0.59 0.54 -0.002
```

2S+1: 3
ΔE to the lowest compared entry with this formula, charge and spin (kcal per mole): 49.7
Electronic energy (Eh): -878.7379
LUMO level (spin up / spin down) (eV): -0.0958 / -1.1055
Kohn-Sham gap (spin up / spin down) (eV): 8.285 / 9.069

***

[11]
The following is a quantum chemistry calculation of a molecular structure, C2H2DyO2P in a non-equilibrium geometry, from OMol25.

```
8
Properties=species:S:1:pos:R:3:lowdin_charge:R:1
Dy -2.26 -1.58 0.32 1.621
P 0.29 -1.24 -1.53 0.824
O 1.10 0.16 -1.61 -0.464
O 0.28 0.84 1.67 0.208
C 1.32 1.02 -0.57 -0.160
C 0.87 0.78 0.67 -0.142
H 1.74 1.99 -0.83 0.164
H -3.36 -1.97 1.88 -0.051
```

2S+1: 6
Electronic energy (Eh): -1453.3723
Charge: +2
LUMO level (spin up / spin down) (eV): -10.6527 / -12.1993
Kohn-Sham gap (spin up / spin down) (eV): 6.091 / 4.395

***

[12]
The following is a quantum chemistry calculation of a single C2H2F2 molecule in a non-equilibrium geometry, from OMol25.

```
6
Properties=species:S:1:pos:R:3:lowdin_charge:R:1
F 0.92 1.42 -0.51 -0.004
F -0.90 -1.41 0.49 0.009
C -0.08 0.51 -0.45 -0.092
C 0.05 -0.48 0.48 -0.108
H 0.73 -0.61 1.27 0.104
H -0.75 0.45 -1.22 0.091
```

2S+1: 1
ΔE to the lowest compared entry with this formula, charge and spin (kcal per mole): 16.0
Electronic energy (Eh): -277.0842
LUMO level (eV): 1.2168
Kohn-Sham gap (eV): 10.936

***

The lowest electronic energy belongs to which entry? C2H2DyO2P